(1)
Entry from the Open Molecules 2025 dataset: 3 unconnected molecules or ions with the total composition C32H51N3O15PS in a non-equilibrium geometry (wB97M-V/def2-TZVPD).

Output
orbital gap	5.3	eV
largest force on an atom	3.50	eV/A
HOMO level	-0.38426	Eh
E	-89299.2069	eV
charge	+1

Positions of all 103 atoms, in Å:
1 C 2.778 4.233 -0.971
2 C 1.682 4.238 -1.525
3 C 0.223 4.177 -2.135
4 C -0.433 2.874 -1.539
5 C -0.203 1.595 -2.329
6 N 0.600 1.657 -3.567
7 C -0.194 1.850 -4.549
8 O -0.902 2.375 -5.320
9 C -0.754 0.285 -1.840
10 C -0.453 -1.012 -2.674
11 O -1.276 -1.865 -2.908
12 O 0.853 -1.173 -3.173
13 C 1.755 -1.694 -2.165
14 C 2.291 -0.578 -1.162
15 C 3.539 -1.021 -0.280
16 C 4.879 -0.237 -0.726
17 S 5.736 0.532 0.712
18 O 5.066 1.793 1.090
19 O 5.884 -0.372 1.862
20 O 7.252 0.937 0.143
21 C -1.574 0.288 -0.550
22 P -2.281 -1.371 -0.011
23 C -2.418 -1.528 1.856
24 C -4.056 -1.374 -0.724
25 C -5.150 -0.772 0.275
26 C -1.734 1.610 0.142
27 N -2.494 1.605 1.399
28 C -1.673 1.583 2.383
29 O -0.838 1.283 3.137
30 N -1.203 2.842 -0.339
31 C -1.456 4.104 0.404
32 C -0.433 4.395 1.582
33 O -0.889 4.498 2.711
34 O 0.954 4.502 1.448
35 H 3.616 3.860 -0.310
36 H 0.385 4.090 -3.260
37 H -0.366 5.122 -1.968
38 H 2.669 -2.081 -2.729
39 H 1.316 -2.587 -1.622
40 H 1.428 -0.373 -0.439
41 H 2.521 0.409 -1.669
42 H 3.719 -2.134 -0.313
43 H 3.327 -0.692 0.787
44 H 4.618 0.604 -1.429
45 H 5.558 -1.008 -1.194
46 H 7.840 1.032 0.929
47 H -1.382 -1.680 2.295
48 H -3.020 -0.727 2.372
49 H -2.971 -2.510 2.051
50 H -4.026 -0.714 -1.648
51 H -4.294 -2.421 -1.074
52 H -4.728 -0.180 1.137
53 H -5.773 -0.031 -0.334
54 H -5.847 -1.605 0.588
55 H -2.485 4.021 0.888
56 H -1.499 5.023 -0.249
57 H 1.189 5.355 1.009
58 C -2.289 -9.160 -6.827
59 O -1.848 -7.815 -6.785
60 C -2.521 -6.981 -7.720
61 C -2.781 -5.600 -7.129
62 O -3.806 -5.563 -6.136
63 C -3.525 -6.189 -4.886
64 C -2.479 -5.473 -4.039
65 O -1.176 -5.649 -4.580
66 C -0.376 -4.488 -4.478
67 H -1.918 -9.653 -7.729
68 H -1.893 -9.673 -5.949
69 H -3.382 -9.218 -6.787
70 H -3.473 -7.423 -8.034
71 H -1.875 -6.884 -8.598
72 H -3.142 -4.960 -7.939
73 H -1.864 -5.140 -6.762
74 H -3.277 -7.242 -5.024
75 H -4.469 -6.166 -4.334
76 H -2.476 -5.901 -3.031
77 H -2.740 -4.410 -3.967
78 H -0.906 -3.611 -4.861
79 H 0.515 -4.638 -5.091
80 H -0.074 -4.326 -3.439
81 C 1.590 1.344 5.918
82 O 2.028 2.687 5.982
83 C 1.376 3.530 5.041
84 C 1.101 4.904 5.641
85 O 0.055 4.931 6.610
86 C 0.310 4.291 7.861
87 C 1.336 4.998 8.738
88 O 2.651 4.828 8.223
89 C 3.451 5.989 8.354
90 H 1.982 0.860 5.018
91 H 1.967 0.823 6.799
92 H 0.496 1.285 5.933
93 H 0.431 3.091 4.702
94 H 2.042 3.636 4.178
95 H 0.758 5.553 4.830
96 H 2.010 5.361 6.033
97 H 0.562 3.240 7.718
98 H -0.646 4.307 8.392
99 H 1.318 4.560 9.741
100 H 1.073 6.060 8.816
101 H 2.928 6.871 7.969
102 H 4.353 5.844 7.758
103 H 3.731 6.141 9.400

***

(2)
Entry from the Open Molecules 2025 dataset: a molecular structure, C32H51N4OP2SZr in a non-equilibrium geometry (wB97M-V/def2-TZVPD).

Output
orbital gap	6.0	eV
largest force on an atom	7.13	eV/A
HOMO level	-0.59802	Eh
E	-72685.7714	eV
charge	+3

Positions of all 92 atoms, in Å:
1 C -1.919 -2.012 -0.707
2 C 0.189 -1.720 -1.771
3 C -2.302 -2.890 -1.699
4 C -0.176 -2.569 -2.782
5 C -1.431 -3.186 -2.739
6 H -3.304 -3.320 -1.653
7 H 0.519 -2.752 -3.609
8 H -1.726 -3.880 -3.529
9 N -0.673 -1.520 -0.746
10 P -2.479 0.262 0.888
11 P 2.248 -0.709 -0.036
12 C -2.831 -1.519 0.402
13 H -3.886 -1.669 0.107
14 H -2.656 -2.105 1.322
15 C 0.447 1.487 2.062
16 O 0.754 2.414 2.771
17 C 1.417 -0.844 -1.787
18 H 2.136 -1.190 -2.541
19 C 3.616 0.581 -0.249
20 C 2.886 -2.417 0.380
21 C -3.209 1.357 -0.464
22 C -3.337 0.489 2.539
23 C 3.208 1.933 0.385
24 H 3.283 1.897 1.481
25 H 3.913 2.701 0.019
26 H 2.190 2.245 0.125
27 C 4.865 0.101 0.512
28 H 4.681 0.052 1.594
29 H 5.234 -0.870 0.165
30 H 5.666 0.840 0.347
31 C 3.947 0.800 -1.741
32 H 4.981 1.172 -1.819
33 H 3.880 -0.120 -2.333
34 H 3.292 1.558 -2.193
35 C 3.501 -2.381 1.802
36 H 3.145 -1.512 2.369
37 H 3.184 -3.286 2.338
38 H 4.599 -2.371 1.786
39 C 1.714 -3.426 0.407
40 H 0.817 -3.006 0.879
41 H 1.456 -3.783 -0.596
42 H 2.032 -4.294 1.005
43 C 3.913 -2.898 -0.672
44 H 4.040 -2.182 -1.487
45 H 4.898 -3.105 -0.222
46 H 3.552 -3.845 -1.104
47 C -3.059 1.918 3.058
48 H -3.010 1.892 4.158
49 H -2.098 2.303 2.688
50 H -3.856 2.623 2.778
51 C -2.785 -0.517 3.561
52 H -2.726 -1.537 3.191
53 H -1.776 -0.222 3.882
54 H -3.398 -0.487 4.466
55 C -4.847 0.213 2.418
56 H -5.170 -0.368 3.298
57 H -5.449 1.135 2.402
58 H -5.088 -0.379 1.530
59 C -2.500 1.050 -1.803
60 H -3.219 0.861 -2.615
61 H -1.880 1.906 -2.085
62 H -1.842 0.182 -1.722
63 C -2.888 2.819 -0.083
64 H -1.844 2.899 0.262
65 H -3.002 3.450 -0.979
66 H -3.558 3.210 0.692
67 C -4.721 1.155 -0.664
68 H -4.966 0.121 -0.939
69 H -5.307 1.444 0.215
70 H -5.041 1.803 -1.499
71 Zr -0.017 -0.025 0.568
72 N 0.263 1.179 -1.003
73 C 0.863 0.614 -2.001
74 C 0.991 1.258 -3.334
75 C 0.999 2.661 -3.378
76 C 1.097 0.529 -4.535
77 C 1.119 3.331 -4.603
78 H 0.909 3.207 -2.435
79 C 1.211 1.201 -5.756
80 H 1.082 -0.561 -4.520
81 C 1.225 2.602 -5.797
82 H 1.131 4.422 -4.623
83 H 1.289 0.625 -6.682
84 H 1.318 3.123 -6.754
85 N -0.278 1.137 5.184
86 C 0.029 0.011 4.569
87 N 0.346 -1.158 5.116
88 S 0.029 -0.071 2.917
89 H -0.251 1.143 6.195
90 H -0.561 2.034 4.744
91 H 0.579 -2.026 4.594
92 H 0.383 -1.218 6.118

***

(3)
Entry from the Open Molecules 2025 dataset: 3 unconnected molecules or ions with the total composition C32H51NO11PS in a non-equilibrium geometry (wB97M-V/def2-TZVPD).

Output
energy relative to the best compared isomer or geometry (same formula, charge and spin)	0.0	kcal/mol
orbital gap	8.0	eV
largest force on an atom	4.31	eV/A
HOMO level	-0.41925	Eh
E	-78138.5812	eV
charge	+1

Positions of all 97 atoms, in Å:
1 C 0.216 0.245 5.773
2 C -1.116 -0.186 5.088
3 P -0.721 -0.847 3.390
4 C -0.734 -2.686 3.522
5 N -2.080 -0.318 2.235
6 S -3.575 -0.422 3.216
7 C -2.242 -1.288 1.100
8 C -0.947 -1.614 0.321
9 C -1.061 -1.301 -1.210
10 C -0.431 0.083 -1.479
11 C 1.070 -0.032 -1.875
12 C 2.041 0.554 -0.827
13 C 2.880 1.734 -1.328
14 C 3.888 2.131 -0.214
15 C 5.314 1.661 -0.525
16 O 5.255 0.371 -1.104
17 C 6.541 -0.207 -1.221
18 C -1.734 1.090 1.828
19 C -2.570 1.716 0.707
20 C -3.900 2.364 1.163
21 C -3.684 3.579 2.057
22 C -5.028 4.160 2.508
23 O -4.830 5.435 3.150
24 C -4.391 5.257 4.434
25 C -5.429 5.057 5.526
26 O -3.265 5.253 4.690
27 H 0.585 -0.516 6.454
28 H 0.972 0.566 5.057
29 H -0.013 1.119 6.382
30 H -1.526 -1.000 5.686
31 H -1.754 0.695 5.057
32 H -1.731 -3.124 3.443
33 H -0.228 -2.982 4.440
34 H -0.153 -3.054 2.677
35 H -4.499 -0.443 2.222
36 H -2.584 -2.220 1.545
37 H -3.040 -1.002 0.417
38 H -0.058 -1.093 0.676
39 H -0.775 -2.687 0.393
40 H -0.503 -2.097 -1.703
41 H -2.109 -1.380 -1.516
42 H -0.446 0.648 -0.547
43 H -0.998 0.647 -2.223
44 H 1.281 -1.103 -1.910
45 H 1.261 0.361 -2.874
46 H 2.735 -0.222 -0.494
47 H 1.522 0.892 0.079
48 H 2.242 2.590 -1.567
49 H 3.410 1.456 -2.240
50 H 3.850 3.200 -0.007
51 H 3.585 1.616 0.703
52 H 5.833 1.562 0.436
53 H 5.799 2.389 -1.187
54 H 7.173 0.059 -0.368
55 H 7.055 0.129 -2.131
56 H 6.415 -1.287 -1.282
57 H -1.882 1.709 2.715
58 H -0.668 1.136 1.619
59 H -1.976 2.554 0.337
60 H -2.736 1.069 -0.153
61 H -4.615 1.646 1.562
62 H -4.347 2.741 0.237
63 H -3.118 4.362 1.554
64 H -3.142 3.326 2.970
65 H -5.736 4.276 1.690
66 H -5.476 3.494 3.258
67 H -6.369 4.708 5.099
68 H -5.615 6.012 6.013
69 H -5.004 4.353 6.234
70 C 0.023 0.081 -7.206
71 C -0.041 0.814 -6.088
72 C -1.206 0.718 -5.150
73 O -1.196 1.397 -4.136
74 C -2.297 -0.180 -5.495
75 C -2.237 -0.912 -6.616
76 C -1.059 -0.837 -7.543
77 O -1.055 -1.539 -8.534
78 O -3.209 -1.743 -6.973
79 O 0.922 1.667 -5.739
80 H 0.859 0.140 -7.889
81 H -3.139 -0.227 -4.818
82 H -2.921 -2.149 -7.816
83 H 0.636 2.068 -4.895
84 C 4.872 -4.593 0.243
85 C 3.765 -3.852 0.343
86 C 2.656 -3.952 -0.661
87 O 1.662 -3.259 -0.500
88 C 2.819 -4.862 -1.780
89 C 3.930 -5.605 -1.888
90 C 5.030 -5.528 -0.868
91 O 6.005 -6.238 -1.008
92 O 4.124 -6.448 -2.892
93 O 3.575 -2.981 1.338
94 H 5.677 -4.532 0.962
95 H 2.019 -4.910 -2.506
96 H 4.997 -6.861 -2.736
97 H 2.701 -2.576 1.174

***

(4)
Entry from the Open Molecules 2025 dataset: a molecular structure, C32H51NO36S7 in a non-equilibrium geometry (wB97M-V/def2-TZVPD).

Output
energy relative to the best compared isomer or geometry (same formula, charge and spin)	0.0	kcal/mol
orbital gap	8.9	eV
largest force on an atom	3.50	eV/A
HOMO level	-0.35530	Eh
E	-185049.2667	eV

Positions of all 127 atoms, in Å:
1 C 9.907 -12.736 -14.111
2 C 8.813 -13.491 -14.885
3 O 7.959 -12.430 -15.382
4 S 8.764 -11.070 -15.426
5 O 7.874 -9.982 -15.310
6 O 9.708 -11.097 -16.485
7 O 9.477 -11.375 -14.034
8 H 10.816 -12.797 -14.716
9 H 10.189 -13.116 -13.134
10 H 8.190 -14.095 -14.230
11 H 9.159 -14.039 -15.755
12 C 18.514 -13.452 -15.912
13 C 19.109 -14.350 -16.987
14 O 19.358 -13.504 -18.105
15 S 18.503 -12.157 -18.069
16 O 17.494 -12.169 -19.046
17 O 19.389 -11.053 -18.042
18 O 17.850 -12.422 -16.625
19 H 19.245 -13.047 -15.214
20 H 17.784 -14.061 -15.381
21 H 18.364 -15.069 -17.339
22 H 19.984 -14.913 -16.676
23 C 9.364 -8.454 -18.787
24 C 8.155 -8.440 -19.747
25 O 8.716 -8.868 -21.019
26 S 10.024 -9.743 -20.807
27 O 10.882 -9.522 -21.889
28 O 9.701 -11.064 -20.409
29 O 10.494 -8.863 -19.547
30 H 9.131 -9.056 -17.910
31 H 9.622 -7.446 -18.468
32 H 7.764 -7.439 -19.893
33 H 7.412 -9.212 -19.563
34 C 8.301 -9.180 -11.457
35 C 7.832 -7.749 -11.736
36 O 8.546 -7.478 -12.963
37 S 10.028 -8.010 -12.873
38 O 10.917 -7.093 -12.275
39 O 10.342 -8.592 -14.119
40 O 9.707 -9.102 -11.739
41 H 7.771 -9.847 -12.134
42 H 8.270 -9.427 -10.401
43 H 8.186 -7.079 -10.953
44 H 6.793 -7.588 -11.994
45 C 15.692 -6.089 -20.807
46 C 16.300 -4.826 -21.404
47 O 16.862 -5.336 -22.618
48 S 15.903 -6.434 -23.251
49 O 16.714 -7.557 -23.524
50 O 15.055 -5.893 -24.241
51 O 15.045 -6.704 -21.933
52 H 14.899 -5.815 -20.113
53 H 16.384 -6.813 -20.386
54 H 17.051 -4.426 -20.729
55 H 15.500 -4.119 -21.618
56 C 12.660 -10.201 -17.254
57 C 12.751 -8.728 -16.865
58 O 14.176 -8.520 -17.080
59 S 14.583 -9.245 -18.463
60 O 15.942 -9.629 -18.501
61 O 13.993 -8.506 -19.509
62 O 13.689 -10.542 -18.112
63 H 11.651 -10.478 -17.562
64 H 12.707 -10.675 -16.266
65 H 12.575 -8.629 -15.797
66 H 12.103 -8.001 -17.354
67 C 14.225 -9.354 -12.376
68 C 14.674 -8.123 -11.604
69 O 15.418 -7.359 -12.556
70 S 15.054 -7.729 -14.062
71 O 16.203 -8.224 -14.716
72 O 14.347 -6.658 -14.655
73 O 14.031 -8.889 -13.712
74 H 13.287 -9.790 -12.035
75 H 14.933 -10.186 -12.341
76 H 15.337 -8.398 -10.789
77 H 13.809 -7.555 -11.262
78 C 15.265 -13.103 -14.049
79 C 15.752 -13.543 -12.826
80 C 14.994 -13.363 -11.672
81 C 13.716 -12.852 -11.763
82 C 13.225 -12.390 -12.969
83 C 14.039 -12.455 -14.091
84 N 12.919 -12.679 -10.544
85 O 12.356 -11.612 -10.391
86 O 12.876 -13.620 -9.780
87 H 15.811 -13.191 -14.977
88 H 16.697 -14.058 -12.713
89 H 15.409 -13.641 -10.713
90 H 12.209 -12.098 -13.187
91 H 13.664 -12.093 -15.036
92 O 11.624 -13.726 -16.469
93 C 12.355 -13.750 -17.426
94 O 13.639 -13.364 -17.350
95 C 14.252 -13.396 -18.649
96 C 13.072 -13.255 -19.630
97 C 11.977 -14.009 -18.878
98 H 14.720 -14.368 -18.831
99 H 14.987 -12.608 -18.757
100 H 13.338 -13.731 -20.571
101 H 12.855 -12.198 -19.764
102 H 12.144 -15.084 -18.998
103 H 10.965 -13.689 -19.096
104 O 10.235 -4.566 -18.372
105 C 10.738 -4.759 -17.302
106 O 10.557 -5.901 -16.610
107 C 11.183 -5.774 -15.308
108 C 12.192 -4.654 -15.394
109 C 11.557 -3.769 -16.493
110 H 11.550 -6.775 -15.112
111 H 10.378 -5.594 -14.590
112 H 13.099 -5.028 -15.866
113 H 12.430 -4.221 -14.430
114 H 12.313 -3.362 -17.160
115 H 10.912 -2.981 -16.106
116 O 18.597 -5.099 -18.266
117 C 18.854 -6.038 -18.968
118 O 19.398 -5.885 -20.194
119 C 19.620 -7.178 -20.812
120 C 19.708 -8.125 -19.621
121 C 18.627 -7.526 -18.721
122 H 20.528 -7.083 -21.407
123 H 18.829 -7.407 -21.529
124 H 20.703 -8.220 -19.193
125 H 19.384 -9.152 -19.802
126 H 18.776 -7.574 -17.641
127 H 17.588 -7.769 -18.923